(1)
88
Properties=species:S:1:pos:R:3 method="wB97M-V/def2-TZVPD" lumo_energy_ev=0.08 spin_multiplicity=1 relative_energy_ev=0.000 e_tot_ha=-2356.85199 orbital_gap_ev=6.73 total_charge=0
Y -0.071 0.449 0.362
C 1.707 2.792 -1.428
C 0.469 3.637 -1.210
N -0.675 2.782 -0.905
C -1.778 3.477 -0.273
C -1.455 3.730 1.184
C -2.093 4.712 1.920
C -1.767 4.847 3.260
C -0.818 4.008 3.814
C -0.229 3.048 3.003
C 0.761 2.057 3.570
N 1.395 1.231 2.555
C 2.691 1.709 2.057
C 2.557 2.665 0.894
N 1.986 1.952 -0.254
N -0.537 2.922 1.719
H 2.558 3.438 -1.672
H 1.542 2.125 -2.277
H 0.292 4.256 -2.096
H 0.618 4.325 -0.375
H -0.967 2.252 -1.719
H -2.667 2.842 -0.334
H -2.034 4.424 -0.762
H -2.824 5.358 1.450
H -2.250 5.601 3.867
H -0.539 4.087 4.858
H 0.219 1.401 4.255
H 1.501 2.594 4.176
H 1.531 0.293 2.913
H 3.245 0.826 1.732
H 3.271 2.186 2.855
H 3.537 3.089 0.646
H 1.901 3.494 1.157
H 2.648 1.229 -0.521
C -2.968 0.380 -2.457
C -1.631 -0.359 -2.553
O -0.663 0.264 -1.810
C -1.839 -1.824 -2.050
F -1.043 -2.726 -2.639
F -3.098 -2.253 -2.201
F -1.560 -1.852 -0.727
C -1.177 -0.374 -4.022
F 0.057 -0.867 -4.187
F -1.162 0.884 -4.511
F -2.019 -1.095 -4.789
H -3.317 0.323 -1.425
H -3.743 -0.034 -3.100
H -2.804 1.422 -2.731
N 4.857 -2.230 0.163
C 3.527 -2.429 0.518
C 2.485 -1.623 -0.237
N 1.562 -1.049 0.738
C 1.221 -1.933 1.744
C 1.926 -3.039 2.031
N 3.230 -3.189 1.496
H 5.037 -2.138 -0.825
H 5.481 -2.883 0.617
H 3.009 -0.802 -0.746
H 0.339 -1.692 2.339
H 1.621 -3.728 2.804
C -1.852 0.182 1.995
C -2.880 -0.837 1.712
C -2.713 -2.191 2.044
C -3.633 -3.150 1.666
C -4.772 -2.790 0.950
C -4.981 -1.450 0.640
C -4.054 -0.498 1.022
C -5.741 -3.789 0.548
N -6.515 -4.575 0.223
H -1.317 -0.052 2.926
H -2.325 1.158 2.137
H -1.832 -2.497 2.597
H -3.470 -4.190 1.920
H -5.874 -1.160 0.100
H -4.242 0.546 0.789
C 3.211 -4.346 -2.132
C 2.433 -3.075 -2.464
C 3.289 -2.068 -3.231
C 1.706 -2.437 -1.276
H 3.594 -4.810 -3.044
H 2.572 -5.075 -1.630
H 4.062 -4.159 -1.475
H 1.628 -3.370 -3.145
H 4.131 -1.691 -2.641
H 2.701 -1.199 -3.542
H 3.711 -2.521 -4.131
H 1.145 -3.203 -0.730
H 0.968 -1.748 -1.687

(2)
74
Properties=species:S:1:pos:R:3 method="wB97M-V/def2-TZVPD" lumo_energy_ev="-2.80 / -3.84" spin_multiplicity=5 relative_energy_ev=0.000 e_tot_ha=-2813.42317 orbital_gap_ev="7.09 / 5.97" total_charge=+1
Mn -0.942 -1.497 -2.316
C 0.663 3.570 1.060
C -0.556 3.071 1.608
C 1.142 2.582 3.085
C 1.705 3.276 1.977
C -0.262 2.493 2.873
C 0.835 4.258 -0.236
H -0.083 4.204 -0.833
H 1.654 3.800 -0.817
H 1.088 5.322 -0.099
C 3.127 3.651 1.824
H 3.414 3.702 0.769
H 3.787 2.936 2.330
H 3.322 4.641 2.258
C 1.879 2.060 4.258
H 1.827 2.772 5.098
H 2.942 1.901 4.019
H 1.455 1.104 4.607
C -1.240 1.925 3.822
H -1.503 2.655 4.603
H -0.834 1.043 4.331
H -2.166 1.645 3.313
C -1.894 3.176 0.989
H -2.421 4.094 1.301
H -2.524 2.320 1.273
H -1.824 3.193 -0.108
C -0.232 -2.409 -3.774
C -0.833 -1.114 -4.153
C -2.237 -1.013 -4.695
C -3.318 -1.410 -3.653
C -2.781 -1.601 -2.253
C -2.089 -2.842 -1.781
C -1.872 -4.033 -2.673
C -0.971 -3.732 -3.895
H -2.376 -1.618 -5.607
H -3.867 -2.300 -3.994
H -2.407 0.032 -5.006
H -1.558 -3.783 -4.832
H 0.851 -2.495 -3.888
H -0.137 -0.358 -4.518
H -0.203 -4.524 -3.972
H -1.385 -4.816 -2.074
H -2.164 -3.056 -0.709
H -2.818 -4.467 -3.027
H -4.046 -0.585 -3.620
H -3.288 -1.024 -1.474
P 1.708 -0.191 -0.680
P 0.426 -1.239 2.491
C 1.172 -1.912 -0.340
C 0.925 -2.396 1.109
H 1.944 -2.564 -0.758
H 0.216 -2.065 -0.989
H 0.145 -3.172 1.096
H 1.845 -2.874 1.488
C 0.620 -2.339 3.979
H 0.484 -1.725 4.884
H 1.623 -2.791 4.017
H -0.147 -3.134 3.989
C -1.398 -1.389 2.357
H -1.673 -2.448 2.439
H -1.723 -0.978 1.394
H -1.874 -0.830 3.172
C 2.499 -0.146 -2.313
H 2.489 0.890 -2.688
H 1.909 -0.780 -3.004
H 3.534 -0.522 -2.308
C 0.107 0.646 -0.974
H -0.424 0.884 -0.048
H -0.686 0.154 -1.652
H 0.329 1.594 -1.473
C 2.637 0.520 0.638
H 1.985 0.665 1.502
H 2.996 1.507 0.325
H 3.470 -0.115 0.952

(3)
17
Properties=species:S:1:pos:R:3 method="wB97M-V/def2-TZVPD" lumo_energy_ev="-1.12 / -1.12" spin_multiplicity=1 relative_energy_ev=6.794 e_tot_ha=-400.92709 orbital_gap_ev="7.35 / 7.35" total_charge=0
C 0.478 -0.817 0.274
C 0.492 -2.089 -0.422
N 1.398 1.201 -0.400
C 0.128 0.396 -0.525
C -1.088 0.541 0.662
C -2.322 0.744 0.208
O 1.621 1.763 0.900
O -0.270 0.286 -1.732
H 2.535 1.504 1.084
H 1.269 1.958 -1.071
H 0.958 -0.720 1.246
H -0.864 0.705 1.711
H 1.258 -2.788 -0.091
H 0.586 -1.914 -1.508
H -0.523 -2.511 -0.354
H -2.528 0.711 -0.856
H -3.130 1.030 0.873

(4)
97
Properties=species:S:1:pos:R:3 method="wB97M-V/def2-TZVPD" lumo_energy_ev="-5.25 / -6.88" spin_multiplicity=5 relative_energy_ev=2.024 e_tot_ha=-3316.13052 orbital_gap_ev="7.08 / 5.76" total_charge=+2
Os 0.573 1.358 1.150
I 0.737 2.210 3.861
C 1.607 3.957 3.083
C 2.084 4.864 3.982
C 2.653 6.063 3.503
C 2.705 6.301 2.161
C 2.207 5.360 1.230
C 2.262 5.629 -0.161
C 1.788 4.735 -1.077
C 1.252 3.512 -0.635
C 1.186 3.195 0.706
C 1.647 4.136 1.682
H 2.032 4.679 5.045
H 3.038 6.785 4.209
H 3.132 7.221 1.785
H 2.691 6.568 -0.486
H 1.835 4.955 -2.133
H 0.907 2.796 -1.373
C -0.176 -2.775 1.596
C -0.990 -1.517 1.869
C -2.427 -1.586 1.448
Sb -2.698 -2.717 -1.010
C -2.577 -3.490 -3.014
C -1.668 -2.957 -3.925
C -1.633 -3.432 -5.229
C -2.516 -4.425 -5.628
C -3.435 -4.941 -4.728
C -3.471 -4.475 -3.419
C -3.193 -4.543 -0.056
C -4.204 -4.544 0.903
C -4.585 -5.734 1.510
C -3.955 -6.919 1.166
C -2.955 -6.923 0.203
C -2.578 -5.740 -0.416
Sb 0.028 -3.021 -0.489
C 1.106 -1.709 -1.691
C 0.505 -0.552 -2.170
C 1.213 0.320 -2.987
C 2.531 0.032 -3.317
C 3.131 -1.128 -2.848
C 2.425 -2.005 -2.036
C 0.753 -4.942 -0.850
C 1.180 -5.750 0.200
C 1.602 -7.044 -0.069
C 1.598 -7.523 -1.377
C 1.179 -6.713 -2.423
C 0.757 -5.417 -2.169
H -0.741 -3.661 1.898
H 0.796 -2.758 2.078
H -0.499 -0.671 1.351
H -0.931 -1.288 2.941
H -2.942 -0.635 1.326
H -3.015 -2.311 1.996
H -0.975 -2.175 -3.631
H -0.922 -3.024 -5.934
H -2.492 -4.792 -6.645
H -4.128 -5.710 -5.041
H -4.189 -4.894 -2.726
H -4.714 -3.627 1.169
H -5.379 -5.734 2.245
H -4.251 -7.843 1.642
H -2.473 -7.851 -0.075
H -1.816 -5.763 -1.190
H -0.536 -0.351 -1.956
H 0.732 1.203 -3.387
H 3.086 0.705 -3.956
H 4.155 -1.351 -3.116
H 2.903 -2.906 -1.671
H 1.181 -5.384 1.219
H 1.936 -7.679 0.740
H 1.928 -8.533 -1.579
H 1.179 -7.089 -3.436
H 0.419 -4.794 -2.989
I -5.174 1.926 -1.082
C -3.538 2.095 0.138
C -3.452 2.709 1.373
N -2.198 2.546 1.812
N -1.450 1.853 0.931
C -2.264 1.583 -0.097
H -4.190 3.236 1.954
H -1.782 2.866 2.676
H -1.915 1.031 -0.947
O 4.708 1.983 0.988
C 5.208 0.739 0.858
C 6.593 0.643 0.703
C 7.197 -0.584 0.556
C 6.443 -1.761 0.556
C 5.080 -1.674 0.703
C 4.434 -0.433 0.859
C 2.970 -0.467 0.984
O 2.317 -1.483 0.876
O 2.407 0.744 1.216
H 3.745 1.914 1.097
H 7.169 1.558 0.705
H 8.271 -0.634 0.443
H 6.924 -2.721 0.447
H 4.470 -2.565 0.713

(5)
59
Properties=species:S:1:pos:R:3 method="wB97M-V/def2-TZVPD" lumo_energy_ev=4.35 spin_multiplicity=1 relative_energy_ev=0.236 e_tot_ha=-3980.00212 orbital_gap_ev=6.12 total_charge=-2
Ti 0.600 -0.453 -0.522
C 2.260 2.408 -0.587
C 0.981 1.647 -0.317
N 0.915 0.850 0.836
N 0.177 1.183 1.962
C -0.573 0.214 2.332
S -0.777 -1.241 1.384
S -1.313 0.401 3.938
C -3.024 -0.121 3.597
C -3.923 1.015 3.203
C -4.948 1.420 4.053
C -5.780 2.482 3.721
C -5.589 3.156 2.525
C -4.567 2.760 1.670
C -3.740 1.698 2.001
C -0.301 2.309 -0.723
C -0.643 3.634 -0.505
C -1.884 4.135 -0.895
C -2.795 3.284 -1.507
C -2.479 1.949 -1.729
C -1.225 1.454 -1.362
O -0.871 0.191 -1.593
H 3.106 1.854 -0.179
H 2.249 3.398 -0.107
H 2.420 2.558 -1.657
H -3.393 -0.596 4.507
H -2.950 -0.877 2.814
H -5.091 0.895 4.992
H -6.571 2.782 4.399
H -6.229 3.990 2.260
H -4.395 3.283 0.738
H -2.938 1.411 1.330
H 0.067 4.286 -0.006
H -2.140 5.172 -0.709
H -3.766 3.658 -1.816
H -3.182 1.276 -2.207
F 2.771 0.413 -3.266
C 3.419 -0.292 -2.307
C 2.764 -0.698 -1.170
C 3.535 -1.414 -0.281
F 2.953 -1.873 0.857
C 4.873 -1.713 -0.467
F 5.588 -2.413 0.435
C 5.488 -1.274 -1.626
F 6.790 -1.544 -1.849
C 4.757 -0.560 -2.557
F 5.367 -0.140 -3.685
F 3.471 -6.962 -1.972
C 2.752 -5.828 -1.818
C 2.594 -4.941 -2.866
F 3.170 -5.212 -4.053
C 1.851 -3.788 -2.703
F 1.736 -2.963 -3.757
C 1.218 -3.443 -1.490
O 0.532 -2.364 -1.369
C 1.407 -4.378 -0.449
F 0.839 -4.157 0.742
C 2.149 -5.532 -0.609
F 2.287 -6.391 0.419

(6)
95
Properties=species:S:1:pos:R:3 method="wB97M-V/def2-TZVPD" smiles="O=S(=O)(F)B(c1ccncc1)c1cccnc1.C[N+](=O)[O-].C[N+](=O)[O-].C[N+](=O)[O-].C[N+](=O)[O-].C[N+](=O)[O-].C[N+](=O)[O-].C[N+](=O)[O-].C[N+](=O)[O-].C[N+](=O)[O-].C[N+](=O)[O-]" lumo_energy_ev=-2.26 spin_multiplicity=1 e_tot_ha=-3618.66417 orbital_gap_ev=6.97 total_charge=0
O -5.037 -0.436 5.908
S -4.251 -1.702 5.489
O -3.757 -2.556 6.695
F -5.342 -2.727 4.594
B -2.785 -1.344 4.358
C -2.172 -2.542 3.411
C -1.992 -2.370 1.803
C -1.351 -3.560 0.943
N -0.879 -4.922 1.317
C -1.060 -5.029 2.791
C -1.621 -3.999 3.884
C -2.003 0.131 4.261
C -0.636 0.304 5.186
C 0.055 1.808 4.937
C -0.710 2.763 3.862
N -1.959 2.557 3.076
C -2.633 1.239 3.251
H -2.331 -1.369 1.284
H -1.223 -3.323 -0.223
H -0.683 -6.075 3.234
H -1.669 -4.304 5.022
H -0.206 -0.503 5.914
H 1.062 2.118 5.493
H -0.171 3.815 3.679
H -3.601 0.996 2.638
C -0.326 3.203 -0.708
N 0.376 1.970 -0.260
O 0.299 0.977 -0.991
O 0.985 2.035 0.815
H -0.817 3.002 -1.663
H -1.061 3.460 0.057
H 0.425 3.989 -0.818
C 2.256 -7.803 0.102
N 1.690 -7.293 1.380
O 0.724 -7.903 1.854
O 2.232 -6.296 1.872
H 1.684 -8.678 -0.214
H 2.174 -7.003 -0.637
H 3.299 -8.068 0.286
C -1.607 5.234 -4.626
N -1.967 5.301 -3.184
O -3.169 5.258 -2.898
O -1.033 5.396 -2.379
H -2.522 5.152 -5.215
H -1.068 6.150 -4.874
H -0.977 4.352 -4.767
C 1.039 9.311 -6.238
N -0.389 9.176 -5.843
O -0.920 8.072 -6.008
O -0.936 10.182 -5.377
H 1.390 8.353 -6.629
H 1.097 10.085 -7.006
H 1.603 9.593 -5.347
C 2.950 -2.393 7.747
N 2.367 -1.271 6.964
O 2.226 -1.444 5.747
O 2.067 -0.249 7.592
H 3.165 -3.223 7.071
H 3.868 -2.028 8.213
H 2.215 -2.689 8.498
C -3.493 -6.998 0.231
N -3.787 -7.855 -0.949
O -2.867 -8.044 -1.754
O -4.932 -8.314 -1.034
H -2.454 -6.665 0.176
H -4.173 -6.144 0.196
H -3.658 -7.601 1.126
C 4.128 11.518 -3.181
N 4.139 10.758 -4.459
O 4.953 11.110 -5.321
O 3.329 9.829 -4.562
H 4.888 12.302 -3.229
H 3.133 11.952 -3.064
H 4.352 10.814 -2.377
C 5.248 -5.025 0.769
N 5.259 -5.785 -0.510
O 6.073 -5.433 -1.371
O 4.449 -6.714 -0.613
H 6.008 -4.241 0.720
H 4.253 -4.591 0.886
H 5.472 -5.729 1.573
C -4.758 -7.908 -4.291
N -5.342 -6.786 -5.075
O -5.483 -6.958 -6.291
O -5.642 -5.764 -4.447
H -4.543 -8.737 -4.968
H -3.840 -7.542 -3.826
H -5.493 -8.203 -3.540
C 2.625 6.031 -1.744
N 2.635 5.271 -3.023
O 3.450 5.623 -3.884
O 1.825 4.342 -3.126
H 3.384 6.814 -1.792
H 1.630 6.465 -1.627
H 2.848 5.327 -0.940

(7)
23
Properties=species:S:1:pos:R:3 method="wB97M-V/def2-TZVPD" smiles="C[C@H](C=O)[C@@H](N)N(C)C" lumo_energy_ev=0.84 spin_multiplicity=1 relative_energy_ev=1.844 e_tot_ha=-421.73252 orbital_gap_ev=9.64 total_charge=0
C 0.936 -1.499 0.220
C -0.480 -1.715 -1.687
N -0.217 -0.957 -0.477
C -1.442 -0.023 1.276
O -1.180 -0.488 2.357
H -2.366 -0.288 0.730
H 0.735 -2.545 0.453
H 1.081 -0.976 1.160
H 1.855 -1.444 -0.378
H -0.591 -2.768 -1.430
H -1.414 -1.374 -2.133
H 0.326 -1.606 -2.423
C 0.370 1.739 1.545
N 1.047 1.021 -1.229
C -0.199 0.543 -0.709
C -0.700 1.153 0.631
H 1.788 0.989 -0.540
H 0.968 1.932 -1.659
H -0.967 0.720 -1.469
H -1.440 1.928 0.403
H -0.096 2.048 2.478
H 1.135 1.010 1.798
H 0.850 2.600 1.082